Entry from the OMol25 dataset: a structure of composition C17H18N6O2OsS4 (the ωB97M-V functional and the def2-TZVPD basis).

```
48
Properties=species:S:1:pos:R:3:forces:R:3
Os -1.3575 0.6573 0.0807 0.0 -0.1 0.0
S -0.8814 2.2093 -1.7794 0.0 0.1 0.0
C 0.7046 2.2192 -1.2604 0.0 0.0 0.0
N 1.0876 1.3351 -0.3061 -0.1 0.2 0.0
C 2.3608 1.5275 0.0447 0.1 -0.2 0.0
C 3.0722 0.7697 1.0136 0.0 0.0 0.0
C 4.3723 1.0881 1.2517 0.0 0.0 0.0
C 5.0076 2.1507 0.5490 0.0 0.0 0.0
C 4.3488 2.8991 -0.4089 0.0 0.0 0.0
C 3.0261 2.5839 -0.6670 0.0 0.0 0.0
S 1.9416 3.3113 -1.7930 0.0 0.0 0.0
H 2.5651 -0.0369 1.5248 0.0 0.0 0.0
H 4.9484 0.5319 1.9781 0.0 0.0 0.0
H 6.0431 2.3736 0.7694 0.0 0.0 0.0
H 4.8541 3.6966 -0.9354 0.0 0.0 0.0
N 0.7526 -4.1640 -3.8237 -0.1 -0.1 0.0
C 0.4592 -3.7224 -2.5862 0.0 0.1 0.0
O 1.0952 -3.9803 -1.5858 0.1 0.1 0.0
C -0.7434 -2.8169 -2.4628 0.0 -0.1 0.0
C -1.9963 -3.0942 -2.9891 0.0 0.1 -0.1
C -3.0549 -2.2432 -2.6985 0.0 0.0 0.0
C -2.8338 -1.1514 -1.8876 0.0 0.0 0.0
N -1.6220 -0.8949 -1.3622 0.1 0.0 0.0
C -0.6008 -1.7105 -1.6471 0.0 0.0 0.1
H 1.5084 -4.8221 -3.9328 0.0 0.0 0.0
H 0.1944 -3.9356 -4.6269 0.0 0.0 0.0
H -2.1530 -3.9696 -3.6071 0.0 0.0 0.0
H -4.0461 -2.4266 -3.0873 0.0 0.0 0.0
H -3.6313 -0.4643 -1.6348 0.0 0.0 0.0
H 0.3530 -1.4967 -1.1809 0.0 0.0 0.0
C -0.9427 -3.4103 3.5673 0.0 0.0 0.0
N -0.2801 -2.1188 3.6463 0.0 0.0 0.0
C 0.7238 -1.8538 4.6871 0.0 0.0 0.0
C 1.1144 -0.3876 4.4303 0.0 0.0 0.0
N 0.3644 -0.0716 3.2062 0.1 0.0 0.0
C -0.4514 -1.0650 2.8724 -0.1 0.0 0.0
S -1.6542 -1.0578 1.6162 0.0 -0.1 0.0
H -1.6322 -3.5293 4.4028 0.0 0.0 0.0
H -0.1904 -4.1967 3.6089 0.0 0.0 0.0
H -1.4886 -3.4928 2.6327 0.0 0.0 0.0
H 1.5594 -2.5439 4.5704 0.0 0.0 0.0
H 0.2836 -2.0080 5.6715 0.0 0.0 0.0
H 2.1833 -0.2626 4.2691 0.0 0.0 0.0
H 0.8071 0.2737 5.2387 0.0 0.0 0.0
H 0.2492 0.8851 2.8924 0.0 0.0 0.0
O -0.0211 2.8651 3.0943 0.0 -0.1 0.0
S -1.2975 3.0619 2.4175 0.1 0.1 -0.1
N -1.5650 2.1493 1.2683 -0.1 -0.1 0.1
```
Forces are in eV/Å.

Output
Energy above the lowest of the compared OMol25 structures with the same formula, charge and spin = 0.367 eV
Lowest unoccupied orbital energy (alpha / beta) = -5.939 / -9.275 eV
Spin multiplicity = 5
Expectation value of S² = 6.061
Net charge = +2

Atomic partial charges in e from the Löwdin method, atoms 1 to 8: atom 1 (Os): 1.037, atom 2 (S): 0.736, atom 3 (C): -1.085, atom 4 (N): -0.027, atom 5 (C): -0.275, atom 6 (C): 0.017, atom 7 (C): -0.019, atom 8 (C): 0.013

=====

Entry from the OMol25 dataset: a structure of composition C17H19BN2O4RhS (the ωB97M-V functional and the def2-TZVPD basis).

```
45
Properties=species:S:1:pos:R:3:forces:R:3
Rh -0.1025 0.4213 -0.9019 -0.2 0.0 0.4
C 1.6352 -0.9835 1.3883 -0.1 0.0 0.0
S 1.0106 0.6733 1.0678 0.3 -0.1 -0.2
C 0.2357 0.9934 2.6569 -0.1 0.1 -0.1
H 2.2935 -0.9308 2.2530 0.0 0.0 0.0
H 2.1949 -1.3072 0.5156 0.0 0.0 0.0
H 0.8084 -1.6678 1.5648 0.0 0.0 0.0
H -0.4695 0.2133 2.9230 0.0 0.0 0.0
H -0.2706 1.9547 2.6067 0.0 0.0 0.0
H 1.0608 1.0471 3.3645 0.0 0.0 0.1
N 0.4496 4.4258 -1.8681 0.0 0.0 0.0
C 0.6865 3.1072 -1.8122 0.0 -0.1 -0.1
N -0.2045 2.4686 -1.0870 -0.1 0.2 -0.1
C -1.1030 3.4424 -0.6317 0.1 0.0 0.0
C -2.2381 3.3617 0.1767 0.0 0.0 0.0
C -2.9123 4.5318 0.4509 0.0 0.0 0.0
C -2.4843 5.7683 -0.0584 0.0 0.0 0.0
C -1.3651 5.8665 -0.8545 0.0 0.0 0.0
C -0.6891 4.6814 -1.1252 0.0 0.0 0.0
H 0.9991 5.0957 -2.3796 0.0 0.0 0.0
H 1.5163 2.6416 -2.3204 0.0 0.0 0.0
H -2.5953 2.4265 0.5806 0.0 0.0 0.0
H -3.7974 4.4961 1.0711 0.0 0.0 0.0
H -3.0465 6.6608 0.1788 0.0 0.0 0.0
H -1.0322 6.8168 -1.2489 0.0 0.0 0.0
O -2.2168 0.0474 1.3462 0.2 0.1 0.1
B -1.8525 0.1745 0.0228 0.0 -0.2 -0.6
O -2.9469 0.0828 -0.8119 0.0 0.1 -0.3
C -4.0427 -0.0373 0.0186 0.1 -0.1 0.2
C -5.3751 -0.1195 -0.3103 0.0 0.0 0.0
C -6.2614 -0.2346 0.7582 0.0 0.0 0.0
C -5.8179 -0.2653 2.0779 0.0 0.0 0.0
C -4.4639 -0.1808 2.3959 0.0 0.0 0.0
C -3.6036 -0.0666 1.3299 0.0 0.0 0.0
H -5.7069 -0.0982 -1.3385 0.0 0.0 0.0
H -7.3215 -0.3038 0.5568 0.0 0.0 0.0
H -6.5403 -0.3591 2.8769 0.0 0.0 0.0
H -4.1105 -0.2075 3.4171 0.0 0.0 0.0
C -0.1729 -2.8250 -3.1405 0.0 0.0 0.0
C -0.1844 -1.5548 -2.3684 0.0 0.1 -0.1
O -0.0025 -1.5758 -1.0942 0.1 -0.3 0.0
O -0.3409 -0.4252 -2.9148 -0.1 0.1 0.7
H 0.8607 -3.0563 -3.4041 0.0 0.0 0.0
H -0.7472 -2.7102 -4.0558 0.0 0.0 0.0
H -0.5613 -3.6380 -2.5324 0.0 0.0 0.0
```
Forces are in eV/Å.

Output
Energy above the lowest of the compared OMol25 structures with the same formula, charge and spin = 0.833 eV
Lowest unoccupied orbital energy = -3.084 eV
Spin multiplicity = 1
Net charge = +1

Atomic partial charges in e from the Löwdin method, atoms 1 to 8: atom 1 (Rh): 0.913, atom 2 (C): -0.319, atom 3 (S): 0.853, atom 4 (C): -0.306, atom 5 (H): 0.058, atom 6 (H): 0.048, atom 7 (H): 0.062, atom 8 (H): 0.052

=====

Entry from the OMol25 dataset: a structure of composition C17H19BrN7NiP (the ωB97M-V functional and the def2-TZVPD basis).

```
46
Properties=species:S:1:pos:R:3:forces:R:3
Ni -0.5708 -0.8989 -0.8497 0.0 0.0 0.0
C 0.9500 0.6166 4.1140 0.0 0.0 0.0
N 0.1814 -0.0859 3.0876 0.0 0.0 0.0
C -0.9052 -0.8744 3.3437 0.0 0.0 -0.1
C -1.3655 -1.3086 2.1351 0.0 0.0 0.0
N -0.5697 -0.7925 1.1543 0.0 0.0 0.0
C 0.3606 -0.0519 1.7485 0.0 0.0 0.1
P 1.6872 0.8579 0.8837 -0.1 -0.1 -0.1
C 2.2281 -0.5130 -0.1991 0.0 0.0 0.0
N 1.4121 -1.2518 -0.9460 0.0 0.1 0.0
C 2.1863 -2.1602 -1.6105 0.0 0.0 0.0
C 3.4889 -1.9663 -1.2578 0.0 0.0 0.0
N 3.5021 -0.9280 -0.3689 0.0 0.0 0.0
C 4.7079 -0.4057 0.2718 0.0 0.0 0.0
C 0.6328 1.6888 -0.3584 0.0 0.1 0.0
N -0.2975 1.0942 -1.1001 0.0 -0.1 0.0
C -0.8099 2.0428 -1.9386 0.0 0.0 0.0
C -0.1835 3.2299 -1.6932 0.0 0.0 0.0
N 0.7199 2.9944 -0.6959 0.0 0.0 0.0
C 1.6420 3.9900 -0.1500 0.0 0.0 0.0
H 1.1136 -0.0514 4.9554 0.0 0.0 0.0
H 1.9119 0.9193 3.7110 0.0 0.0 0.0
H 0.4060 1.4955 4.4542 0.0 0.0 0.0
H -1.2517 -1.0623 4.3452 0.0 0.0 0.0
H -2.1998 -1.9551 1.9229 0.0 0.0 0.0
H 1.7736 -2.8806 -2.2958 0.0 0.0 0.0
H 4.3902 -2.4689 -1.5635 0.0 0.0 0.0
H 5.4331 -0.1297 -0.4896 0.0 0.0 0.0
H 4.4571 0.4720 0.8599 0.0 0.0 0.0
H 5.1374 -1.1630 0.9237 0.0 0.0 0.0
H -1.5761 1.8254 -2.6633 0.0 0.0 0.0
H -0.3043 4.2029 -2.1369 0.0 0.0 0.0
H 1.2067 4.9765 -0.2790 0.0 0.0 0.0
H 1.7967 3.8119 0.9103 0.0 0.0 0.0
H 2.5963 3.9499 -0.6715 0.0 0.0 0.0
Br -1.3703 -3.5052 -1.4475 0.0 0.0 0.0
C -2.8708 -2.3501 -1.5391 -0.1 0.0 0.0
C -4.1295 -2.7940 -1.8737 0.0 0.0 0.0
C -5.1443 -1.8458 -1.8849 0.0 0.0 0.0
C -4.8598 -0.5266 -1.5593 0.0 0.0 0.0
C -3.5607 -0.1854 -1.2380 -0.1 0.0 0.0
N -2.5727 -1.0899 -1.2352 0.1 -0.1 0.0
H -4.3096 -3.8316 -2.1130 0.0 0.0 0.0
H -6.1521 -2.1422 -2.1438 0.0 0.0 0.0
H -5.6342 0.2264 -1.5534 0.0 0.0 0.0
H -3.2837 0.8243 -0.9655 0.0 0.0 0.0
```
Forces are in eV/Å.

Output
Energy above the lowest of the compared OMol25 structures with the same formula, charge and spin = 0.000 eV
Lowest unoccupied orbital energy (alpha / beta) = -5.419 / -6.317 eV
Spin multiplicity = 3
Expectation value of S² = 2.005
Net charge = +2

Atomic partial charges in e from the Löwdin method, atoms 1 to 8: atom 1 (Ni): 0.586, atom 2 (C): 0.006, atom 3 (N): -0.106, atom 4 (C): -0.016, atom 5 (C): -0.075, atom 6 (N): -0.011, atom 7 (C): -0.429, atom 8 (P): 1.203

=====

Entry from the OMol25 dataset: a cluster of 2 separate species, C17H19BrO7S2 in total (the ωB97M-V functional and the def2-TZVPD basis).

```
46
Properties=species:S:1:pos:R:3:forces:R:3
C -0.2491 5.8430 1.1618 -0.1 -0.2 -0.3
C -1.0486 5.0277 0.1440 -0.1 0.3 0.1
C -1.3129 3.6113 0.6113 0.0 -0.1 0.0
O -0.1149 2.9879 1.0745 0.0 0.1 0.0
C 0.3003 1.9106 0.3368 0.0 0.0 0.0
C 0.9754 2.1524 -0.8453 -0.1 -0.1 0.0
C 1.4257 1.0701 -1.5723 -0.1 -0.1 -0.1
C 1.1685 -0.2425 -1.1579 0.0 0.0 0.1
C 0.4812 -0.5103 0.0445 0.1 0.0 -0.4
C 0.2549 -1.9237 0.5169 0.0 -0.2 0.4
C 1.1792 -2.1921 1.7196 0.1 -0.2 -0.2
C -1.2502 -2.2590 0.7348 -0.1 0.2 -0.2
C -1.6000 -2.9898 2.0151 -0.1 0.2 0.2
C 0.0714 0.6096 0.7939 -0.1 0.2 0.0
S -0.6967 0.4509 2.3972 0.0 0.1 0.2
C 1.6774 -1.3010 -2.0897 -0.1 0.0 0.0
O 1.1349 -2.3391 -2.3531 0.1 0.0 0.0
C 2.9594 -0.9594 -2.8048 0.0 0.2 0.1
C 3.2118 0.2998 -3.1366 0.1 -0.3 0.0
Br 4.7702 0.8072 -4.0750 -0.1 0.1 -0.1
C 2.2106 1.3515 -2.8077 0.0 0.1 -0.1
O 2.0593 2.3444 -3.4821 0.2 0.1 0.1
H -0.6223 5.6499 2.1673 0.0 0.1 0.1
H 0.8010 5.5606 1.1318 0.0 0.0 0.1
H -0.3300 6.9077 0.9453 0.0 0.1 0.1
H -2.0217 5.5047 -0.0094 0.0 0.0 0.0
H -0.5519 5.0322 -0.8278 0.1 -0.1 0.0
H -2.0154 3.6176 1.4493 0.0 0.0 0.1
H -1.7566 3.0172 -0.1902 0.0 0.0 0.0
H 1.1589 3.1646 -1.1760 0.0 0.0 0.0
H 0.5650 -2.6280 -0.2467 0.1 0.1 -0.1
H 2.2170 -1.9832 1.4396 0.0 0.1 0.1
H 1.1298 -3.2530 1.9600 -0.1 0.0 0.0
H 0.9105 -1.6148 2.6005 0.1 0.0 0.1
H -1.8456 -1.3440 0.6257 -0.1 0.0 0.0
H -1.5154 -2.9344 -0.0769 -0.1 0.0 -0.1
H -1.0101 -3.9000 2.0880 0.0 -0.1 0.0
H -2.6376 -3.3153 1.9531 0.0 -0.1 -0.1
H -1.4756 -2.3659 2.9106 0.1 0.0 0.0
H -1.9659 0.5245 1.9829 -0.1 0.0 -0.1
H 3.6015 -1.7887 -3.0652 0.0 0.0 -0.1
O -2.3695 -4.9111 -1.9029 0.0 0.0 0.1
S -2.0564 -5.5304 -0.5842 0.1 -0.1 0.0
O -1.9517 -7.0074 -0.7130 -0.1 0.1 0.0
O -3.1209 -5.1714 0.4028 0.0 0.0 0.0
O -0.7449 -4.9808 -0.0906 0.1 -0.1 0.0
```
Forces are in eV/Å.

Output
Lowest unoccupied orbital energy = 2.932 eV
Spin multiplicity = 1
Net charge = -2

Atomic partial charges in e from the Löwdin method, atoms 1 to 8: atom 1 (C): -0.105, atom 2 (C): -0.236, atom 3 (C): -0.210, atom 4 (O): -0.117, atom 5 (C): -0.303, atom 6 (C): 0.062, atom 7 (C): -0.090, atom 8 (C): -0.015

=====

Record-wise electronic energy values, in eV: -76750.3377 -43625.8087 -148731.1057 -123981.4998